[1]
The molecule C4H5NO. Source: OMol25; level of theory: the ωB97M-V functional and the def2-TZVPD basis.

Last columns: bonded neighbours and bond lengths (Å).
Atoms and positions in Å:
1 C -0.2946 -0.1217 -1.3200  C2 1.350, H7 1.083, H8 1.085
2 C -0.5676 0.9400 -0.5329  C1 1.350, O3 1.357, H9 1.085
3 O -0.9896 0.8266 0.7521  C2 1.357, C4 1.371
4 C -0.4478 -0.1848 1.5021  O3 1.371, N5 1.271, H10 1.079
5 N 0.6525 -0.7322 1.1773  C4 1.271, C6 1.282
6 C 1.3331 -0.8877 0.1023  N5 1.282, H11 1.101
7 H -0.6666 -1.1126 -1.0917  C1 1.083
8 H 0.0508 0.0596 -2.3320  C1 1.085
9 H -0.4195 1.9737 -0.8271  C2 1.085
10 H -0.9725 -0.3567 2.4295  C4 1.079
11 H 2.3217 -0.4043 0.1404  C6 1.101

Values from the calculation:
Energy above the lowest of the compared OMol25 structures with the same formula, charge and spin   3.938 eV
E_LUMO   1.04 eV
HOMO   -8.0 eV

Charges obtained by natural (NBO) population analysis, quoted in units of e: -0.47, 0.09, -0.46, 0.27, -0.44, 0.01, 0.23, 0.23, 0.19, 0.19, 0.16

[2]
The molecule C4H5NO at a distorted geometry. Source: OMol25; level of theory: the ωB97M-V functional and the def2-TZVPD basis.

Last columns: bonded neighbours and bond lengths (Å).
Atoms and positions in Å:
1 C 1.5842 -0.4218 -0.0572  C4 1.394, N5 1.139
2 C -1.7322 -0.7111 -0.1910  C3 1.314, H7 1.049, H8 1.126
3 C -0.7399 -0.0413 0.3506  C2 1.314, C4 1.503, H9 1.078
4 C 0.5134 0.4267 -0.3341  C1 1.394, C3 1.503, O6 1.404, H10 1.137
5 N 2.4037 -1.0840 0.3758  C1 1.139
6 O 0.8215 1.6733 0.2342  C4 1.404, H11 1.002
7 H -2.5203 -1.1915 0.3082  C2 1.049
8 H -1.6470 -0.8540 -1.3042  C2 1.126
9 H -0.7866 0.2934 1.3741  C3 1.078
10 H 0.4156 0.4012 -1.4666  C4 1.137
11 H 1.6874 1.5091 0.7102  O6 1.002

Values from the calculation:
SMILES string   C=C[C@@H](O)C#N
Energy above the lowest of the compared OMol25 structures with the same formula, charge and spin   1.959 eV
E_LUMO   0.82 eV
HOMO   -10.5 eV

Charges obtained by natural (NBO) population analysis, quoted in units of e: 0.24, -0.36, -0.18, -0.06, -0.28, -0.67, 0.21, 0.19, 0.21, 0.22, 0.49

Number 1 is which compound?
C4H5NO

Among the records above, which one has the highest E_LUMO?
number 1

What is the energy above the lowest of the compared OMol25 structures with the same formula, charge and spin in the first record?
3.938 eV